No. 1
DFT (the ωB97M-V functional and the def2-TZVPD basis) results for 6 unconnected molecules or ions with the total composition C12H24Br12.

Computed properties:
LUMO level in eV: 0.089
Frontier orbital gap in eV: 10.219
E in eV: -853343.855
Highest occupied orbital energy in eV: -10.130
SMILES string: BrCCBr.BrCCBr.BrCCBr.BrCCBr.BrCCBr.BrCCBr

XYZ file:
```
48
C12H24Br12 | the Open Molecules 2025 dataset | the ωB97M-V functional and the def2-TZVPD basis
Br 1.4834 5.1160 4.5747
C 0.3276 4.8076 3.0519
C -0.0484 3.3771 2.8174
Br 1.4775 2.2024 2.7181
H 0.8339 5.2328 2.1878
H -0.5525 5.4295 3.2057
H -0.4778 3.3243 1.8164
H -0.7986 3.0288 3.5218
Br -0.9250 2.6785 -7.2332
C -0.3000 1.4126 -5.8977
C -0.6068 1.8836 -4.5211
Br 0.5182 3.3039 -3.8824
H 0.7763 1.3266 -6.0212
H -0.7547 0.4468 -6.0833
H -0.4076 1.0523 -3.8325
H -1.6598 2.0644 -4.3124
Br -1.4463 -4.7261 -5.8659
C -1.8832 -3.0701 -4.9600
C -0.8224 -2.6566 -3.9642
Br 0.6107 -1.7039 -4.8463
H -2.8525 -3.2103 -4.4869
H -2.0260 -2.3504 -5.7606
H -0.3940 -3.5214 -3.4696
H -1.3068 -2.0108 -3.2360
Br -3.8056 -1.4492 6.3028
C -2.5733 -0.9689 7.7170
C -1.1559 -1.0749 7.2145
Br 0.0359 -0.5842 8.6597
H -2.7397 -1.6923 8.5119
H -2.7974 0.0047 8.1428
H -0.9793 -0.4329 6.3581
H -0.9352 -2.1050 6.9516
Br -0.4159 -0.2853 -1.0911
C -0.0194 -0.8365 0.7256
C -1.0467 -0.2563 1.6541
Br -0.7009 -0.8811 3.4561
H 0.9869 -0.5315 0.9958
H -0.0899 -1.9199 0.7272
H -2.0401 -0.6222 1.4066
H -1.0780 0.8280 1.6562
Br 5.1564 0.5380 -2.0512
C 4.5265 -1.2550 -1.6043
C 3.1389 -1.4087 -2.1279
Br 2.4996 -3.2174 -1.7377
H 4.5372 -1.2853 -0.5202
H 5.2347 -1.9559 -2.0299
H 3.0350 -1.3282 -3.2025
H 2.4612 -0.7181 -1.6358
```

No. 2
DFT (the ωB97M-V functional and the def2-TZVPD basis) results for a molecular structure, C3H8NaO.

Computed properties:
LUMO level in eV: -5.130
Frontier orbital gap in eV: 8.463
E in eV: -9698.422
Charge: +1
Highest occupied orbital energy in eV: -13.592

XYZ file:
```
13
C3H8NaO | the Open Molecules 2025 dataset | the ωB97M-V functional and the def2-TZVPD basis
O -0.5181 0.3811 -0.2789
C -0.8883 0.3822 -1.6403
C 0.9104 -0.4500 1.4314
C 0.5687 -0.4995 -0.0415
H -1.7328 1.0818 -1.7591
H -1.2107 -0.6184 -1.9740
H -0.0595 0.7183 -2.2859
H 1.1943 0.5745 1.7252
H 0.0431 -0.7622 2.0372
H 1.7543 -1.1255 1.6508
H 0.2878 -1.5263 -0.3449
H 1.4366 -0.1924 -0.6562
Na -1.7857 2.0364 2.1363
```

No. 3
DFT (the ωB97M-V functional and the def2-TZVPD basis) results for a molecular structure, C31H46As2GaN2PS3.

Computed properties:
LUMO level in eV: -4.977
Frontier orbital gap in eV: 8.321
E in eV: -251712.091
Charge: +2
Highest occupied orbital energy in eV: -13.298

XYZ file:
```
86
C31H46As2GaN2PS3 | the Open Molecules 2025 dataset | the ωB97M-V functional and the def2-TZVPD basis
Ga -1.3083 0.7064 -0.5631
C -2.3020 1.6564 -4.2566
As -2.8473 1.0518 -2.5032
C -3.7488 -0.6347 -2.8572
C -4.3029 2.1454 -1.8503
C -5.1136 2.8469 -2.7328
C -6.2045 3.5608 -2.2599
C -6.4922 3.5729 -0.9047
C -5.6816 2.8828 -0.0158
C -4.5804 2.1691 -0.4766
As -3.3829 1.3446 0.8160
C -3.0165 2.8335 2.0070
C -4.4536 0.1498 1.9083
H -3.0995 1.4605 -4.9686
H -1.4129 1.1015 -4.5435
H -2.0708 2.7173 -4.2340
H -4.6780 -0.4210 -3.3792
H -3.9698 -1.1497 -1.9248
H -3.1156 -1.2673 -3.4758
H -4.9087 2.8351 -3.7963
H -6.8322 4.1063 -2.9519
H -7.3451 4.1278 -0.5364
H -5.9136 2.9175 1.0419
H -3.9253 3.0867 2.5479
H -2.6881 3.6872 1.4198
H -2.2360 2.5605 2.7135
H -5.3404 0.6834 2.2420
H -3.8702 -0.1563 2.7733
H -4.7507 -0.7278 1.3404
C -1.2291 -3.5571 3.6413
C 0.2218 -3.7207 4.0845
C 1.2527 -3.4086 2.9998
C 1.2071 -1.9630 2.5024
N 0.2286 -1.7484 1.4300
C 0.3615 -1.9221 0.1298
S -1.0229 -1.5167 -0.8980
N 1.3953 -2.4143 -0.4942
C 2.6016 -3.0966 -0.0135
C 2.6501 -4.5486 -0.4804
C 2.9212 -4.7587 -1.9697
C 1.8057 -4.3202 -2.9216
H -1.9129 -3.9157 4.4112
H -1.4353 -4.1184 2.7255
H -1.4858 -2.5043 3.4669
H 0.3810 -4.7455 4.4242
H 0.4120 -3.0802 4.9510
H 1.1091 -4.0866 2.1495
H 2.2543 -3.6052 3.3888
H 2.1746 -1.5959 2.1531
H 0.9113 -1.2929 3.3058
H -0.7006 -1.5399 1.7194
H 1.3324 -2.3427 -1.4966
H 2.6334 -3.0455 1.0730
H 3.4563 -2.5354 -0.3984
H 1.7204 -5.0475 -0.1870
H 3.4517 -5.0288 0.0859
H 3.1097 -5.8227 -2.1179
H 3.8534 -4.2516 -2.2364
H 0.8159 -4.5580 -2.5213
H 1.8985 -4.8303 -3.8795
H 1.8431 -3.2492 -3.1528
S 1.5208 0.4404 -2.1226
P 1.7845 1.6909 -0.6457
S -0.0620 2.4360 0.0526
C 2.7074 3.1928 -1.0363
C 4.1007 3.1299 -1.0217
C 4.8475 4.2418 -1.3712
C 4.2097 5.4211 -1.7325
C 2.8235 5.4836 -1.7528
C 2.0715 4.3720 -1.4094
C 2.6237 0.9599 0.7904
C 3.6708 0.0702 0.5434
C 4.4414 -0.4054 1.5950
C 4.1614 -0.0094 2.8972
C 3.1112 0.8641 3.1462
C 2.3483 1.3547 2.0966
H 4.6101 2.2198 -0.7382
H 5.9283 4.1884 -1.3578
H 4.7945 6.2921 -1.9997
H 2.3244 6.4007 -2.0383
H 0.9899 4.4292 -1.4453
H 3.8821 -0.2407 -0.4731
H 5.2667 -1.0787 1.3963
H 4.7678 -0.3740 3.7169
H 2.8999 1.1834 4.1598
H 1.5513 2.0612 2.2958
```

No. 4
DFT (the ωB97M-V functional and the def2-TZVPD basis) results for C4H4O in the gas phase.

Computed properties:
LUMO level in eV: 0.893
Frontier orbital gap in eV: 10.533
E in eV: -6257.492
Highest occupied orbital energy in eV: -9.640
SMILES string: O=C1[C@H]2C[C@@H]12

XYZ file:
```
9
C4H4O | the Open Molecules 2025 dataset | the ωB97M-V functional and the def2-TZVPD basis
O -2.4576 -0.0020 -0.0781
C -1.2683 -0.0003 -0.0895
C -0.0684 0.7833 -0.2993
C 0.8486 0.0535 0.6256
C -0.0681 -0.7959 -0.1834
H 0.2007 1.4508 -1.0937
H 1.9022 0.0290 0.3704
H 0.6685 0.1270 1.6896
H 0.2423 -1.6454 -0.9415
```

No. 5
DFT (the ωB97M-V functional and the def2-TZVPD basis) results for a molecular structure, C36H29CaN3O7P4Se2.

Computed properties:
LUMO level in eV: 3.743
Frontier orbital gap in eV: 5.963
E in eV: -242907.092
Charge: -2
Highest occupied orbital energy in eV: -2.221

XYZ file:
```
82
C36H29CaN3O7P4Se2 | the Open Molecules 2025 dataset | the ωB97M-V functional and the def2-TZVPD basis
Ca -2.2101 2.7233 -0.2912
Se 4.7645 1.4006 -2.7763
P 3.9773 0.9374 -0.8614
C 4.9359 1.8579 0.3956
C 5.8355 1.2097 1.2354
C 6.6315 1.9386 2.1118
C 6.5344 3.3190 2.1527
C 5.6468 3.9723 1.3062
C 4.8579 3.2521 0.4259
C 4.1881 -0.7979 -0.3750
C 3.7506 -1.2046 0.8825
C 4.0066 -2.4949 1.3211
C 4.6643 -3.3901 0.4892
C 5.0757 -2.9946 -0.7766
C 4.8508 -1.6939 -1.2035
C 2.2491 1.3222 -0.5618
C 1.0144 0.6569 -0.6372
N 0.0906 1.5933 -0.3133
N 0.7105 2.7515 -0.1056
N 1.9987 2.6147 -0.2534
P 0.2590 -0.9752 -0.9380
Se -3.1417 -0.0578 -0.4869
C 0.5506 -1.8021 0.6865
C 0.9522 -3.1205 0.8730
C 0.9787 -3.6882 2.1410
C 0.6149 -2.9439 3.2517
C 0.2124 -1.6245 3.0784
C 0.1665 -1.0672 1.8115
C 1.3389 -1.8201 -2.1480
C 2.1571 -1.1017 -3.0162
C 2.8499 -1.7333 -4.0393
C 2.7293 -3.1010 -4.2266
C 1.8763 -3.8249 -3.4030
C 1.1735 -3.1885 -2.3919
H 5.9280 0.1330 1.2089
H 7.3263 1.4196 2.7608
H 7.1494 3.8878 2.8398
H 5.5646 5.0515 1.3314
H 4.1634 3.7600 -0.2263
H 3.2149 -0.5116 1.5212
H 3.6654 -2.8034 2.3008
H 4.8470 -4.4040 0.8257
H 5.5736 -3.6976 -1.4328
H 5.1780 -1.3573 -2.1796
H 1.2872 -3.7156 0.0355
H 1.3015 -4.7169 2.2564
H 0.6357 -3.3857 4.2407
H -0.0865 -1.0286 3.9319
H -0.1809 -0.0487 1.6868
H 2.2626 -0.0317 -2.9069
H 3.4975 -1.1393 -4.6719
H 3.2768 -3.5977 -5.0186
H 1.7395 -4.8886 -3.5601
H 0.4599 -3.7594 -1.8114
O -1.7022 4.6420 1.0552
P -2.1712 5.6085 -0.2377
O -1.5116 6.9161 -0.1851
O -2.0586 4.6719 -1.4115
O -3.7534 5.7880 0.1512
P -4.7754 4.6036 0.6120
O -4.2490 4.3746 2.1686
O -6.1516 5.1191 0.6321
O -4.3438 3.3303 -0.0543
H -2.4553 4.5265 1.6692
H -4.7308 4.9699 2.7528
C -7.9374 -2.4814 -1.7080
C -6.6279 -2.4362 -2.2365
C -5.6681 -1.6714 -1.6362
C -5.9451 -0.9053 -0.4739
C -4.9412 -0.1010 0.1680
C -5.3133 0.6054 1.2872
C -6.6254 0.5687 1.7954
C -7.5885 -0.1941 1.2009
C -7.2637 -0.9513 0.0509
C -8.2404 -1.7546 -0.5942
H -8.6972 -3.0874 -2.1887
H -6.3853 -3.0078 -3.1247
H -4.6629 -1.6272 -2.0342
H -4.5826 1.2300 1.7826
H -6.8664 1.1694 2.6649
H -8.6025 -0.2218 1.5848
H -9.2435 -1.7745 -0.1803
```

| no. | strongest force on any atom (eV/Å) |
| --- | --- |
| 1 | 1.827 |
| 2 | 0.855 |
| 3 | 0.548 |
| 4 | 3.164 |
| 5 | 1.367 |